1.
The following is a quantum chemistry calculation of a molecular structure, C4H11NO3 at a distorted geometry, from OMol25.

Computed properties:
Relative energy (zero: lowest compared OMol25 entry of this formula, charge and spin) ... 5.999 eV
E_tot ... -11954.110 eV
HOMO (alpha / beta) ... -8.502 / -8.503 eV
LUMO energy (alpha / beta) ... -0.293 / -0.292 eV

Structure (XYZ):
```
19
Properties=species:S:1:pos:R:3:nbo_charge:R:1
C -0.57907 -1.04766 -1.51434 -0.425
C 1.68540 0.66635 -0.69720 -0.680
N -0.32893 -0.69563 -0.12762 -0.269
C 1.01306 -0.23721 0.32842 0.501
O -0.75968 -1.73516 0.73496 -0.607
O 1.69564 -1.15534 0.87384 -0.656
H 0.11650 -2.03488 1.10032 0.483
H -0.54108 -0.13949 -2.11743 0.200
H 0.15509 -1.76887 -1.88622 0.178
H -1.57865 -1.47561 -1.58274 0.218
H 2.60984 1.04426 -0.26411 0.238
H 1.94094 0.11126 -1.59920 0.237
H 1.03837 1.50973 -0.94568 0.218
C -1.01579 1.20209 1.57331 0.034
O -1.72588 1.76731 0.58293 -0.651
H -2.16001 1.07445 0.06975 0.498
H -0.57406 1.97321 2.19804 0.191
H -1.41931 0.28448 2.00375 0.211
H 0.42762 0.65669 1.26923 0.079
```



2.
The following is a quantum chemistry calculation of 11 unconnected molecules or ions with the total composition C49H68N11O at a distorted geometry, from OMol25.

Computed properties:
Relative energy (zero: lowest compared OMol25 entry of this formula, charge and spin) ... 1.242 eV
E_tot ... -70319.667 eV
HOMO ... -9.638 eV
LUMO energy ... -5.240 eV
Charge ... +1

Structure (XYZ):
```
129
Properties=species:S:1:pos:R:3:mulliken_charge:R:1
C 0.81404 1.59272 2.67136 -1.418
C -0.30055 0.85420 2.11071 2.430
C -1.13733 1.90430 1.42671 -3.260
C -2.03610 1.28729 0.27401 -1.002
C -1.16676 0.64799 -0.86270 -0.661
C -0.43732 -0.54603 -0.10143 1.724
N 0.26581 -0.08883 1.13832 1.477
O 1.33110 -0.77526 1.40532 0.010
C 0.66033 -1.07818 -1.27617 -1.343
C -1.26405 -1.73500 0.20465 -0.725
C -1.03855 0.01909 3.27254 -2.002
H 0.75104 2.47918 3.47789 -0.066
H 1.72145 1.69987 1.89085 -0.091
H 1.56520 0.91614 3.20375 0.270
H -0.46244 2.40992 0.91062 0.819
H -1.48841 2.42903 2.19072 1.532
H -2.39377 2.26708 -0.04552 0.875
H -2.81803 0.63437 0.81139 0.210
H -0.58686 1.49558 -1.07665 0.092
H -1.96773 0.42517 -1.56851 -0.147
H 0.18990 -1.60925 -2.08417 -0.229
H 1.47799 -1.64347 -0.70953 0.066
H 1.24680 -0.28191 -1.58359 0.720
H -0.65314 -2.38235 0.93602 -0.055
H -1.63555 -2.36596 -0.76350 -0.715
H -1.99994 -1.54834 0.85342 0.580
H -0.27999 -0.82713 3.46111 0.341
H -1.88453 -0.36467 2.94344 0.611
H -1.31905 0.79788 3.90709 0.520
N 0.77262 -4.24584 2.90285 0.272
C 1.57157 -3.45840 3.68641 -0.836
C 2.66323 -2.98479 2.89823 -0.269
C 2.63983 -3.71200 1.61275 -0.737
C 1.30302 -4.45660 1.71855 -0.374
H -0.07563 -4.59595 3.17685 0.546
H 1.20379 -3.17062 4.80790 0.184
H 3.62510 -2.57248 2.85854 0.622
H 3.38668 -3.60110 0.78232 0.434
H 0.93495 -5.35279 1.12186 0.324
N -1.70240 -5.64165 3.72551 -0.217
C -1.78175 -4.38562 4.57775 -1.185
C -2.33438 -3.26238 3.68712 -0.157
C -2.75939 -3.92122 2.44706 -0.419
C -2.27916 -5.34936 2.49411 -0.626
H -1.50624 -6.50339 4.14188 0.168
H -1.27983 -4.43124 5.45284 0.506
H -2.36077 -2.16238 3.71767 0.520
H -3.20446 -3.55492 1.61294 0.858
H -2.34310 -6.11416 1.64194 0.449
N -1.97352 5.82667 0.86316 0.203
C -3.13951 6.32262 0.31405 -0.519
C -3.08235 5.95581 -1.17878 -0.772
C -1.81433 5.33404 -1.43897 -0.422
C -1.10757 5.34767 -0.17040 -0.516
H -1.66089 5.97383 1.75802 0.473
H -3.98956 6.64741 0.82231 0.440
H -4.01678 6.31964 -1.62367 0.339
H -1.69886 4.69340 -2.46779 0.194
H -0.24384 5.05292 0.35625 0.814
N 1.85954 4.86440 -1.47495 -0.003
C 2.61281 4.15020 -0.58348 -1.621
C 2.58078 2.67523 -1.03296 -0.675
C 1.78478 2.74045 -2.24660 -0.137
C 1.30477 4.09488 -2.50960 -1.448
H 1.80668 5.86671 -1.30487 0.311
H 2.85669 4.56320 0.25180 0.891
H 3.10710 1.82629 -0.72616 1.009
H 1.72964 1.93490 -2.88742 0.357
H 0.87089 4.63009 -3.11614 1.206
N 4.82930 0.26433 -4.58053 0.069
C 4.96535 -0.92622 -5.35264 -0.444
C 4.73345 -2.12455 -4.38233 -0.609
C 4.24592 -1.44323 -3.07361 -0.069
C 4.38451 0.06589 -3.31672 -0.533
H 5.05287 0.99068 -4.98099 -0.100
H 5.30174 -0.98220 -6.33101 0.432
H 4.75584 -3.20965 -4.80762 0.364
H 3.75783 -1.93956 -2.09706 0.158
H 4.47838 0.91663 -2.70043 0.713
N -1.43228 6.84970 3.54561 -0.213
C -2.12490 5.68400 3.93792 -0.711
C -1.00490 4.67148 4.13329 -0.126
C 0.26479 5.27624 3.81973 -0.125
C -0.03331 6.67984 3.50685 -0.520
H -1.84387 7.63370 3.20833 0.164
H -3.19527 5.56120 4.05035 0.376
H -1.32708 3.61551 4.26513 0.557
H 1.31757 4.84156 3.68450 0.250
H 0.63395 7.58194 3.13607 0.276
N -3.05650 -5.97610 -3.45654 -0.082
C -3.13400 -6.28654 -2.12404 -0.863
C -1.85898 -5.69677 -1.45011 -0.353
C -1.21339 -4.79332 -2.50834 -0.088
C -2.02702 -5.17873 -3.79822 -0.977
H -3.66427 -6.39403 -4.16432 0.210
H -3.86436 -6.96046 -1.66823 0.387
H -1.46539 -5.70787 -0.56338 0.476
H -0.26752 -4.22363 -2.66382 0.582
H -2.05087 -5.05638 -4.77265 0.596
N -3.98323 -3.18907 -2.29595 0.166
C -4.59107 -3.07600 -1.05424 -0.522
C -4.75539 -1.55413 -0.75473 -0.615
C -4.31142 -0.91961 -2.03369 -0.649
C -3.83932 -2.04300 -2.94118 -0.268
H -3.87728 -4.14438 -2.73770 0.342
H -4.87110 -3.89968 -0.33375 0.387
H -5.22062 -1.20108 0.15188 0.523
H -4.35582 0.16053 -2.29442 0.473
H -3.51682 -2.10050 -4.03203 0.423
N 1.69895 -0.53901 -5.18391 0.079
C 1.24230 -1.89630 -5.05324 -0.603
C -0.23119 -1.92794 -4.87416 -0.528
C -0.65649 -0.43379 -4.48864 0.092
C 0.64066 0.37340 -4.84150 -0.756
H 2.59026 -0.39382 -5.36749 0.357
H 1.83627 -2.59620 -5.45605 0.680
H -0.89759 -2.82132 -4.64913 0.075
H -1.73289 -0.02258 -4.30997 0.399
H 0.69326 1.53667 -4.97359 0.311
N 4.78875 2.34391 2.12064 0.036
C 4.16143 3.16886 3.12296 -0.995
C 3.76484 2.18033 4.24537 -0.825
C 4.13598 0.82990 3.84137 -0.647
C 4.74931 0.99118 2.45268 -0.408
H 5.11497 2.78963 1.35844 0.177
H 4.19180 4.11935 3.05977 0.803
H 3.38490 2.34028 5.16583 0.613
H 4.10175 -0.06067 4.21108 0.819
H 5.17354 0.29469 1.76313 0.512
```



3.
The following is a quantum chemistry calculation of a molecular structure, C37H51N3O2TeY at a distorted geometry, from OMol25.

Computed properties:
Relative energy (zero: lowest compared OMol25 entry of this formula, charge and spin) ... 0.993 eV
E_tot ... -56104.498 eV
HOMO ... -3.651 eV
LUMO energy ... 2.298 eV
Charge ... -1

Structure (XYZ):
```
95
Properties=species:S:1:pos:R:3:nbo_charge:R:1
Y -0.33127 1.08255 -0.27550 1.828
N -1.50137 3.45338 0.42099 -0.864
C -2.40130 3.88115 -0.65478 -0.343
C -1.87134 3.35140 -2.03764 0.792
O -2.26494 3.91705 -3.04364 -0.662
O -1.09022 2.35643 -1.96590 -0.845
H -1.94670 3.56420 1.33302 0.387
H -0.67722 4.05739 0.41842 0.382
H -2.51885 4.97069 -0.71249 0.196
H -3.39042 3.43881 -0.50274 0.205
C -1.22380 -2.19828 -3.38334 -0.607
C -1.57439 -3.39002 -2.49300 -0.213
C -0.37904 -4.34131 -2.34417 -0.610
C -2.27866 -2.98992 -1.20080 -0.107
C -3.29899 -3.83932 -0.80167 -0.198
C -4.25176 -3.46526 0.12814 -0.273
C -4.29540 -2.13355 0.50115 -0.211
C -3.29611 -1.24970 0.14269 -0.083
C -3.51332 0.22844 0.39983 -0.174
C -4.77164 0.70006 -0.34096 -0.596
C -3.61849 0.57262 1.88722 -0.602
C -2.13950 -1.72574 -0.54774 0.293
N -0.99131 -0.98852 -0.54175 -0.869
C 0.22142 -1.65941 -0.62043 -0.130
C 1.39339 -1.04508 -0.94451 -0.086
N 1.49588 0.30786 -1.21682 -0.849
C 2.62054 0.75078 -1.87270 0.149
C 3.21051 2.00607 -1.55539 0.026
C 4.46498 2.32032 -2.05026 -0.246
C 5.15213 1.46272 -2.89268 -0.244
C 4.49786 0.33738 -3.36006 -0.246
C 3.24143 -0.01419 -2.90159 0.020
C 2.45511 -1.05452 -3.67081 -0.261
C 2.16793 -0.51388 -5.07705 -0.596
C 3.12575 -2.42471 -3.74095 -0.599
C 2.47646 3.04426 -0.72995 -0.194
C 3.32664 3.59758 0.41457 -0.608
C 1.98404 4.17283 -1.64414 -0.607
H -0.85188 -2.55650 -4.34399 0.197
H -0.46322 -1.57061 -2.93124 0.225
H -2.10641 -1.58550 -3.55637 0.210
H -2.33697 -3.96013 -3.04417 0.195
H 0.53535 -3.80056 -2.11998 0.214
H -0.22761 -4.88485 -3.27879 0.195
H -0.56803 -5.06594 -1.55224 0.204
H -3.37182 -4.81618 -1.26587 0.194
H -4.99445 -4.16796 0.47577 0.198
H -5.13873 -1.78147 1.07858 0.195
H -2.66047 0.79312 -0.02641 0.143
H -5.64299 0.13407 -0.01877 0.206
H -4.65604 0.56700 -1.41516 0.222
H -4.96325 1.75476 -0.14273 0.195
H -4.44879 0.03579 2.34124 0.207
H -3.79741 1.64097 2.01561 0.194
H -2.70471 0.29792 2.41289 0.229
H 0.22207 -2.71006 -0.33898 0.199
H 2.31957 -1.62325 -0.92697 0.194
H 4.92600 3.26039 -1.77376 0.197
H 6.15156 1.70619 -3.22884 0.196
H 4.97185 -0.27272 -4.11784 0.195
H 1.48987 -1.18316 -3.18257 0.233
H 3.08431 -0.39421 -5.65195 0.192
H 1.67411 0.45262 -5.00365 0.219
H 1.50981 -1.19480 -5.61463 0.197
H 4.11081 -2.36373 -4.19852 0.193
H 2.51253 -3.09824 -4.33787 0.200
H 3.23317 -2.85059 -2.74429 0.207
H 1.58210 2.57413 -0.28601 0.149
H 4.14695 4.20546 0.04247 0.197
H 3.73459 2.77991 1.00212 0.228
H 2.71627 4.21204 1.07390 0.207
H 2.81503 4.61129 -2.19554 0.206
H 1.50642 4.96090 -1.05949 0.191
H 1.26169 3.79226 -2.36608 0.234
C 0.34431 -1.73713 7.74125 -0.621
C 0.27144 -1.09974 6.38264 -0.021
C -0.54254 -0.00487 6.15466 -0.258
C -0.52066 0.68243 4.94786 0.063
C -1.44715 1.85141 4.79030 -0.658
C 0.34251 0.28051 3.93237 -0.226
Te 0.85644 1.60502 2.31740 -0.328
C 1.07093 -0.89882 4.10864 -0.024
C 1.90855 -1.45455 2.99868 -0.638
C 1.03895 -1.56455 5.32399 -0.230
H -0.49869 -1.43221 8.35867 0.206
H 1.26065 -1.42326 8.24534 0.211
H 0.35472 -2.82450 7.67831 0.210
H -1.19339 0.35191 6.94285 0.191
H -1.09098 2.70170 5.37118 0.213
H -2.45017 1.59786 5.13395 0.206
H -1.49623 2.14980 3.74520 0.229
H 1.30541 -1.59808 2.10023 0.238
H 2.34573 -2.40939 3.28404 0.199
H 2.71067 -0.76209 2.74726 0.231
H 1.65020 -2.45037 5.45275 0.195
```



4.
The following is a quantum chemistry calculation of C3H8N2 in the gas phase at a distorted geometry, from OMol25.

Computed properties:
Relative energy (zero: lowest compared OMol25 entry of this formula, charge and spin) ... 2.205 eV
E_tot ... -6219.642 eV
HOMO ... -6.738 eV
LUMO energy ... 1.092 eV
SMILES string ... C/C(N)=C/N

Structure (XYZ):
```
13
Properties=species:S:1:pos:R:3:nbo_charge:R:1
C -1.20195 -0.70517 1.00905 -0.649
C -0.17194 0.05879 0.21675 0.064
N 0.73861 0.95965 0.92503 -0.850
C 0.18128 -0.31931 -1.02651 -0.066
N 0.88135 0.59532 -1.82040 -0.849
H -2.23222 -0.55074 0.72050 0.215
H -1.06353 -1.78736 0.88351 0.218
H -1.25921 -0.40283 2.06287 0.205
H 0.49991 0.85750 1.90467 0.363
H 1.71779 0.75177 0.79684 0.369
H 0.02624 -1.35172 -1.38524 0.197
H 0.95332 1.54017 -1.49642 0.398
H 0.93034 0.35393 -2.79064 0.384
```